(one)
The following is a DFT calculation (ωB97M-V with the def2-TZVPD basis set) of a cluster of 2 separate species, C2H4NO3 in total.

The frontier orbital gap comes out at 8.98 eV.

The geometry in ORCA input format:
```
! RIJCOSX wB97M-V def2-TZVPD def2/J DEFGRID3
* xyz -1 1
C 0.25294 1.80886 -1.35210
N -0.24438 0.71813 -0.78205
O 0.39520 2.08413 -2.54215
H 0.68409 2.50419 -0.60968
H 0.05854 0.33390 0.18429
H -0.69624 -0.04219 -1.27101
O -0.29534 -2.59925 1.92099
C -0.00027 -1.61140 1.25109
O -0.09060 -0.39369 1.61703
H 0.39050 -1.81029 0.22822
*
```

natural (NBO) population analysis, charges in e, atoms 1 to 8:
1 C 0.5211
2 N -0.8506
3 O -0.6795
4 H 0.0843
5 H 0.4525
6 H 0.3759
7 O -0.7363
8 C 0.6166



(two)
The following is a DFT calculation (ωB97M-V with the def2-TZVPD basis set) of a cluster of 2 separate species, C2H4NO3 in total.

The frontier orbital gap comes out at 9.13 eV.

The geometry in ORCA input format:
```
! RIJCOSX wB97M-V def2-TZVPD def2/J DEFGRID3
* xyz -1 1
C 1.20075 1.01056 1.31403
N 0.90198 -0.06821 0.56964
O 1.88375 0.95172 2.33547
H 0.88390 1.97813 0.88677
H 0.14858 -0.14272 -0.17401
H 1.16476 -0.87803 1.10774
O -1.92105 -1.08672 -0.38143
C -1.55757 -0.72641 -1.51603
O -0.39258 -0.32231 -1.82252
H -2.31253 -0.71601 -2.31966
*
```

natural (NBO) population analysis, charges in e, atoms 1 to 8:
1 C 0.5162
2 N -0.8174
3 O -0.6956
4 H 0.0938
5 H 0.4592
6 H 0.3712
7 O -0.7674
8 C 0.6171



Stability, highest: (two)



(one)
The following is a DFT calculation (ωB97M-V with the def2-TZVPD basis set) of an isolated molecule of C5H7NS.

The frontier orbital gap comes out at 8.47 eV.

The geometry in ORCA input format:
```
! RIJCOSX wB97M-V def2-TZVPD def2/J DEFGRID3
* xyz 0 1
C 2.88147 -0.77134 0.00134
C 1.56142 -0.22966 -0.11248
C 0.28168 -0.87321 0.03979
C -0.72974 0.18270 0.16709
S -2.44754 -0.46150 -0.00507
C -0.15862 1.46537 0.08130
N 1.13735 1.16271 -0.00484
H 3.44346 -0.99552 1.10619
H 3.63928 0.06681 -0.63949
H 2.78135 -1.82300 -0.45676
H 0.21261 -1.89009 -0.13075
H -3.19069 0.67292 -0.64388
H -0.38594 2.44452 0.15415
H 1.68184 2.12615 -0.33663
*
```

natural (NBO) population analysis, charges in e, atoms 1 to 8:
1 C -0.6406
2 C 0.0862
3 C -0.2852
4 C -0.2163
5 S -0.0509
6 C -0.0773
7 N -0.4937
8 H 0.2321



(two)
The following is a DFT calculation (ωB97M-V with the def2-TZVPD basis set) of an isolated molecule of C5H7NS.

The frontier orbital gap comes out at 9.14 eV.

The geometry in ORCA input format:
```
! RIJCOSX wB97M-V def2-TZVPD def2/J DEFGRID3
* xyz 0 1
C -2.50240 -0.69203 -0.35690
S -0.87682 -0.75297 0.40920
C -0.28610 0.87615 0.05155
C 0.97095 1.18952 0.10020
C 2.00348 0.28567 0.54955
C 2.04046 -1.08724 0.13082
N 2.82680 -0.36045 -0.52466
H -2.15720 -0.61185 -1.43432
H -3.12070 0.23569 -0.24967
H -3.07967 -1.60758 -0.14325
H -1.02229 1.63190 -0.10989
H 1.09205 2.30977 -0.12692
H 2.49808 0.59240 1.42207
H 1.61334 -2.00899 0.28222
*
```

natural (NBO) population analysis, charges in e, atoms 1 to 8:
1 C -0.7644
2 S 0.2134
3 C -0.3319
4 C -0.2308
5 C -0.2026
6 C 0.0729
7 N -0.2811
8 H 0.2226



Stability, highest: (one)



(one)
The following is a DFT calculation (ωB97M-V with the def2-TZVPD basis set) of an isolated molecule of C9H8N2.

The frontier orbital gap comes out at 7.78 eV.

The geometry in ORCA input format:
```
! RIJCOSX wB97M-V def2-TZVPD def2/J DEFGRID3
* xyz 0 1
N -0.27134 -0.07007 -2.57391
C -0.28462 0.54808 -1.43104
C -0.85502 1.89170 -1.31718
C -0.90359 2.43192 -0.04836
N -0.56034 1.73836 1.10795
C -0.03187 0.56125 1.06650
C 0.30434 -0.19590 2.27061
C 0.78510 -1.52431 2.22267
C 1.05026 -2.08791 1.00178
C 0.73743 -1.41017 -0.22803
C 0.17792 -0.10550 -0.21157
H 0.00619 -1.09694 -2.66232
H -0.79442 0.25501 -3.34175
H -1.27403 2.48727 -2.12567
H -1.43803 3.35647 0.19164
H 0.21173 0.31177 3.23665
H 1.02689 -2.03472 3.11784
H 1.42055 -3.10087 0.86251
H 0.69284 -1.95544 -1.13832
*
```

natural (NBO) population analysis, charges in e, atoms 1 to 8:
1 N -0.7579
2 C 0.2733
3 C -0.3602
4 C 0.0630
5 N -0.4877
6 C 0.1948
7 C -0.1886
8 C -0.2144



(two)
The following is a DFT calculation (ωB97M-V with the def2-TZVPD basis set) of an isolated molecule of C9H8N2.

The frontier orbital gap comes out at 7.66 eV.

The geometry in ORCA input format:
```
! RIJCOSX wB97M-V def2-TZVPD def2/J DEFGRID3
* xyz 0 1
N 3.82036 -1.39605 0.00495
C 2.92653 -0.68260 0.01957
C 1.91209 0.24275 0.08464
C 1.84160 1.58121 0.07557
C 0.66234 2.36488 -0.03560
C -0.54039 1.74566 -0.12732
N -0.67202 0.42337 0.03893
C -1.99166 -0.31232 0.23646
C -1.58229 -1.76429 -0.13773
C -0.07468 -1.86577 0.11831
C 0.23748 -0.57661 -0.03423
H 2.82877 2.21191 0.13337
H 0.61499 3.39024 -0.06108
H -1.57774 2.10494 -0.16517
H -2.66367 -0.04210 -0.54625
H -2.30422 -0.23987 1.19702
H -1.78825 -1.98806 -1.18725
H -2.12883 -2.49225 0.45775
H 0.47959 -2.70503 -0.07195
*
```

natural (NBO) population analysis, charges in e, atoms 1 to 8:
1 N -0.3041
2 C 0.2420
3 C -0.1729
4 C -0.1178
5 C -0.3695
6 C 0.1001
7 N -0.4137
8 C -0.2057



Stability, highest: (one)



(one)
The following is a DFT calculation (ωB97M-V with the def2-TZVPD basis set) of a cluster of 3 separate species, C2H7NO3P in total.

The frontier orbital gap comes out at 8.13 eV.

The geometry in ORCA input format:
```
! RIJCOSX wB97M-V def2-TZVPD def2/J DEFGRID3
* xyz -1 1
C -1.69274 0.68894 1.13810
C -1.67475 1.04069 -0.36694
N 2.71020 1.30054 0.83573
O 0.61356 -1.45242 0.46509
O 1.01386 -1.41606 -1.98819
O -2.49920 0.75325 -1.19732
P 0.51002 -0.64354 -0.81031
H -2.64323 0.14804 1.49067
H -1.01143 0.00412 1.47183
H -1.73949 1.72014 1.65615
H -0.82106 1.73213 -0.42160
H 1.82580 1.67275 0.72990
H 2.65302 0.26550 0.75788
H 3.28911 1.65870 0.09311
*
```

natural (NBO) population analysis, charges in e, atoms 1 to 8:
1 C -0.7308
2 C 0.4137
3 N -1.0871
4 O -1.1680
5 O -1.1362
6 O -0.5673
7 P 1.4159
8 H 0.2008



(two)
The following is a DFT calculation (ωB97M-V with the def2-TZVPD basis set) of a structure of composition C2H7NO3P.

The frontier orbital gap comes out at 8.58 eV.

The geometry in ORCA input format:
```
! RIJCOSX wB97M-V def2-TZVPD def2/J DEFGRID3
* xyz -1 1
C -0.87337 1.52842 0.36942
C -0.46247 0.87105 -0.71335
N 1.68721 -1.26569 0.70672
O -1.89938 -2.04900 0.47338
O 1.81884 -2.16472 3.12811
O 0.53491 0.10486 -1.05047
P 0.85676 -1.55687 2.12492
H -0.18403 1.57722 1.19921
H -2.17359 -1.48364 -0.29847
H -1.53621 2.33361 0.35172
H -1.08119 0.89684 -1.53553
H 1.14905 -0.41970 -0.22098
H 2.43570 -1.92714 0.53241
H -1.11869 -1.58671 0.85286
*
```

natural (NBO) population analysis, charges in e, atoms 1 to 8:
1 C -0.6570
2 C 0.2168
3 N -1.3129
4 O -0.9702
5 O -1.1067
6 O -0.7480
7 P 1.3039
8 H 0.1776



Stability, highest: (one)



(one)
The following is a DFT calculation (ωB97M-V with the def2-TZVPD basis set) of a cluster of 4 separate species, C2H14NO3 in total.

The frontier orbital gap comes out at 12.43 eV.

The geometry in ORCA input format:
```
! RIJCOSX wB97M-V def2-TZVPD def2/J DEFGRID3
* xyz 1 1
C -1.75793 -0.25196 1.03536
N -0.77253 -0.02045 -0.06722
C 0.00376 -1.24723 -0.40801
H -1.41770 -1.06258 1.66593
H -2.70229 -0.58493 0.61589
H -1.89364 0.65184 1.60327
H -1.33120 0.24937 -0.88670
H -0.11676 0.75108 0.20031
H 0.64297 -1.03908 -1.25009
H 0.47447 -1.59848 0.49316
H -0.72740 -2.00146 -0.71194
H -2.82377 -1.82438 -2.14046
H -2.64770 -0.95087 -3.32367
O -2.13579 -1.30729 -2.58302
H 0.89723 2.72468 1.03266
H 1.93877 1.78908 0.43800
O 0.98593 1.96032 0.44414
H 4.22457 0.99173 1.30522
H 3.52282 -0.04138 2.17257
O 3.35757 0.76894 1.67656
*
```

natural (NBO) population analysis, charges in e, atoms 1 to 8:
1 C -0.4214
2 N -0.5253
3 C -0.4072
4 H 0.2254
5 H 0.2245
6 H 0.2346
7 H 0.4438
8 H 0.4741



(two)
The following is a DFT calculation (ωB97M-V with the def2-TZVPD basis set) of a cluster of 4 separate species, C2H14NO3 in total.

The frontier orbital gap comes out at 11.24 eV.

The geometry in ORCA input format:
```
! RIJCOSX wB97M-V def2-TZVPD def2/J DEFGRID3
* xyz 1 1
C 0.42548 0.43685 2.68508
C -0.10919 0.88403 1.32638
N 0.82830 1.96635 0.83634
H -0.01444 -0.54529 2.91530
H 1.51360 0.25343 2.74738
H 0.01362 1.05305 3.46678
H 0.01783 0.00596 0.66482
H -1.14959 1.25327 1.28390
H 1.69488 1.60884 0.41068
H 0.97797 2.76830 1.47704
H 0.37782 2.39824 -0.00729
H -0.93681 -1.56199 -3.41738
H 0.41653 -1.87484 -3.93313
O -0.08276 -1.13687 -3.56012
H 1.53907 1.43199 -2.70099
H 0.47985 0.38708 -2.24326
O 0.97286 1.17252 -1.96847
H -3.05588 -3.41880 0.08578
H -1.78277 -3.89290 -0.31949
O -2.12638 -3.18921 0.25063
*
```

natural (NBO) population analysis, charges in e, atoms 1 to 8:
1 C -0.6574
2 C -0.2231
3 N -0.6931
4 H 0.2565
5 H 0.2352
6 H 0.2319
7 H 0.2402
8 H 0.2391



Stability, highest: (one)



(one)
The following is a DFT calculation (ωB97M-V with the def2-TZVPD basis set) of a cluster of 2 separate species, CH6N2O in total.

The frontier orbital gap comes out at 10.12 eV.

The geometry in ORCA input format:
```
! RIJCOSX wB97M-V def2-TZVPD def2/J DEFGRID3
* xyz 0 1
H 0.44538 0.37049 2.30037
N 0.39501 -0.61908 2.02657
C -0.68639 -0.80980 1.36001
N -1.82377 -0.12367 1.15329
H -0.68360 -1.77569 0.84272
H -2.42317 -0.44178 0.40526
H -1.98454 0.84443 1.38132
O 2.28831 1.20305 -3.40889
H 2.72308 0.33416 -3.42258
H 1.74969 1.01789 -2.63807
*
```

natural (NBO) population analysis, charges in e, atoms 1 to 8:
1 H 0.3126
2 N -0.7048
3 C 0.2801
4 N -0.8160
5 H 0.1484
6 H 0.3907
7 H 0.3892
8 O -0.9223



(two)
The following is a DFT calculation (ωB97M-V with the def2-TZVPD basis set) of a cluster of 2 separate species, CH6N2O in total.

The frontier orbital gap comes out at 10.42 eV.

The geometry in ORCA input format:
```
! RIJCOSX wB97M-V def2-TZVPD def2/J DEFGRID3
* xyz 0 1
H 3.11354 1.31715 0.93331
N 2.13572 1.05628 0.67050
N 2.16195 0.06818 -0.09638
H 3.13593 -0.24908 -0.29233
C -1.90714 -0.65834 -0.05629
O -1.80283 0.43962 -0.95535
H -2.56704 -1.40125 -0.52085
H -2.35969 -0.38851 0.91599
H -0.92854 -1.10528 0.14262
H -0.98189 0.92123 -0.74122
*
```

natural (NBO) population analysis, charges in e, atoms 1 to 8:
1 H 0.2840
2 N -0.2805
3 N -0.2887
4 H 0.2874
5 C -0.2486
6 O -0.7262
7 H 0.1759
8 H 0.1566



(three)
The following is a DFT calculation (ωB97M-V with the def2-TZVPD basis set) of a cluster of 2 separate species, CH6N2O in total.

The frontier orbital gap comes out at 9.10 eV.

The geometry in ORCA input format:
```
! RIJCOSX wB97M-V def2-TZVPD def2/J DEFGRID3
* xyz 0 1
N 2.32742 0.11462 -1.40938
O 1.71268 0.44008 -2.39635
H 1.56790 -0.07684 -0.60702
C -0.79721 0.48725 0.93999
N -0.45860 -0.73260 0.10873
H -0.44836 0.22386 1.88936
H -0.23179 1.35139 0.60186
H -1.87146 0.54882 1.03606
H -1.15006 -0.70481 -0.67496
H -0.65053 -1.65178 0.51171
*
```

natural (NBO) population analysis, charges in e, atoms 1 to 8:
1 N -0.0231
2 O -0.2721
3 H 0.2808
4 C -0.4173
5 N -0.8638
6 H 0.1925
7 H 0.2002
8 H 0.1859



(four)
The following is a DFT calculation (ωB97M-V with the def2-TZVPD basis set) of a cluster of 2 separate species, CH6N2O in total.

The frontier orbital gap comes out at 10.66 eV.

The geometry in ORCA input format:
```
! RIJCOSX wB97M-V def2-TZVPD def2/J DEFGRID3
* xyz 0 1
N -0.64863 -0.71865 -0.95959
C -1.32967 0.13569 -0.15471
O -1.03313 0.60027 0.98147
H -0.81371 -0.47463 -1.94735
H 0.38556 -0.80296 -0.76219
H -2.31706 0.34767 -0.56019
N 2.30007 -0.03143 0.26159
H 2.20438 0.81714 -0.30601
H 3.23521 -0.40225 0.21378
H 1.98859 0.14931 1.32443
*
```

natural (NBO) population analysis, charges in e, atoms 1 to 8:
1 N -0.8253
2 C 0.5195
3 O -0.6154
4 H 0.3821
5 H 0.4251
6 H 0.1016
7 N -1.1229
8 H 0.3705



Stability, highest: (four)